Below is C36H48InN5O8P2SSb as an isolated structure, with properties calculated with ωB97M-V/def2-TZVPD.

Geometry as XYZ:
```
102
C36H48InN5O8P2SSb (ωB97M-V/def2-TZVPD)
P 1.877 1.857 -2.164
C 5.788 -1.053 -0.156
H 1.170 3.959 0.480
C 3.066 -4.720 3.933
N 3.528 4.042 -2.514
C 1.547 -4.165 -1.117
Sb -2.245 -0.758 -2.525
H -0.820 -1.693 -4.635
H -2.982 2.510 -4.994
C 3.303 -4.588 1.546
C -4.880 -2.246 -2.041
C 1.844 0.230 -2.626
H -2.907 0.825 -5.502
C 4.596 -3.114 -1.579
H 4.033 2.110 -3.205
H 2.814 2.954 -4.154
C 0.841 -5.204 -0.506
H 3.904 -0.901 0.874
C -4.400 -0.950 -2.697
H 1.952 5.007 -3.472
H 6.480 -3.293 -2.591
C 1.916 -3.010 2.702
C -0.061 3.901 4.557
H -4.382 -3.119 -2.474
H -2.905 1.863 0.748
C 0.728 3.839 3.281
C 3.859 -2.448 -0.607
N -3.444 1.362 0.043
C 4.476 -1.414 0.106
O 0.509 2.447 1.323
C -3.082 1.477 -4.646
C -2.101 1.184 -3.513
H 4.472 4.845 -0.851
C 1.619 -4.147 -2.512
C 4.098 3.884 -1.206
C -2.797 -2.194 -5.379
H 1.140 -5.145 -4.348
C 6.514 -1.723 -1.134
H -4.113 1.336 -4.320
O 0.159 4.598 5.519
N 1.358 4.499 -1.537
H 7.539 -1.442 -1.343
C 0.366 -6.196 -2.648
C 0.255 -6.208 -1.264
H -4.824 -0.085 -2.184
H -3.277 -0.546 0.567
H 3.303 -5.199 4.876
H 2.103 -3.317 -3.015
H 1.358 0.088 -3.596
H 4.277 -6.053 2.770
C 2.662 1.989 -0.507
O 1.589 -0.552 1.998
H 3.435 3.432 0.751
H -2.975 -1.252 -5.898
C 2.219 -3.624 3.907
N 3.075 3.401 -0.208
H 1.772 -3.232 4.813
H 0.129 3.450 -2.899
H -0.105 -6.973 -3.238
C -1.215 2.918 4.409
C 0.662 3.276 -1.963
C 2.374 4.943 -2.470
C 3.610 -5.199 2.752
C 5.916 -2.758 -1.836
H -1.068 1.277 -3.859
C -0.978 2.193 3.137
S 0.799 -1.606 2.669
O 1.677 4.551 2.931
H 4.913 3.163 -1.242
H 2.261 5.334 0.157
In -0.523 0.303 0.744
H 3.725 -4.973 0.625
H -3.756 -2.558 -5.006
C 1.057 -5.166 -3.268
C 2.447 -3.487 1.494
H 3.533 1.332 -0.491
O -2.153 2.805 5.167
P 2.079 -2.695 -0.151
H -4.145 0.320 1.621
H -4.692 -0.915 -3.748
C 0.135 2.791 2.500
O -1.651 1.253 2.621
H -1.594 -3.019 -3.793
H -4.663 -2.234 -0.972
H -0.298 -6.996 -0.769
H -2.441 -2.915 -6.123
H 2.719 5.934 -2.167
H -0.067 2.983 -1.204
C 3.160 2.760 -3.136
H -5.958 -2.379 -2.165
C 1.888 4.382 -0.218
H 6.252 -0.250 0.406
H 1.336 -0.359 -1.854
H 1.962 1.662 0.261
O 0.420 -1.301 4.020
H 0.735 -5.213 0.571
H -2.239 1.898 -2.697
C -1.782 -2.043 -4.248
H -4.230 1.952 -0.202
H 4.154 -3.924 -2.144
N -3.996 0.170 0.628
O -0.292 -2.083 1.804
```

Summary:
- E_HOMO (eV) = -4.20
- frontier orbital gap (eV) = 5.88
- spin multiplicity = 1
- LUMO energy (eV) = 1.6822
- net charge = -1

Below is a 2-piece molecular cluster, C8H14FO2P overall, with properties calculated with ωB97M-V/def2-TZVPD.

Geometry as XYZ:
```
26
C8H14FO2P (ωB97M-V/def2-TZVPD)
C 0.376 1.804 -0.049
H 1.976 -2.610 3.020
C -1.266 -2.072 -0.186
H -2.108 0.778 -2.406
C 2.048 -2.429 2.051
H -0.485 -2.813 0.207
C 1.582 -0.405 0.830
H -1.108 2.529 1.147
C 0.447 0.558 0.721
H 1.745 3.204 -0.920
H -2.010 1.092 -0.679
F -0.440 0.411 1.703
H 3.174 -2.302 1.669
H -0.443 3.637 -0.168
O 2.568 -0.468 0.131
H -2.053 -2.639 -0.841
P -0.538 -0.756 -1.245
C -2.172 0.307 -1.417
O 1.239 -1.320 1.795
H 2.554 1.703 -0.473
C -0.510 2.711 0.374
H -1.817 -1.638 0.608
H 1.457 1.815 -1.853
H -2.853 -0.394 -1.270
C 1.656 2.120 -0.836
H 1.631 -3.157 1.334
```

Summary:
- E_HOMO (eV) = -7.88
- frontier orbital gap (eV) = 7.62
- spin multiplicity = 1
- LUMO energy (eV) = -0.2597

Below is an isolated ion of composition C2H6NS2 and charge +1, with properties calculated with ωB97M-V/def2-TZVPD.

Geometry as XYZ:
```
11
C2H6NS2 (ωB97M-V/def2-TZVPD)
N -0.314 0.067 -0.441
C -0.996 -0.923 0.656
H 1.624 -0.397 0.514
H -0.774 0.971 -0.503
C 1.107 0.373 -0.124
H -2.119 -0.515 0.673
H -0.418 -0.702 1.637
H -0.366 -0.431 -1.437
H -0.906 -1.884 0.116
S 1.907 1.355 -1.466
S 1.256 2.086 0.375
```

Summary:
- E_HOMO (eV) = -13.20
- frontier orbital gap (eV) = 8.69
- spin multiplicity = 1
- LUMO energy (eV) = -4.5076
- SMILES = C[NH2+]C1SS1
- net charge = +1

Below is a 6-piece molecular cluster, C40H66F3N8O3PS overall, with properties calculated with ωB97M-V/def2-TZVPD.

Geometry as XYZ:
```
122
C40H66F3N8O3PS (ωB97M-V/def2-TZVPD)
H -7.035 -6.804 -2.374
H 1.916 -3.315 -1.914
H 4.954 1.789 -2.124
H -5.170 6.517 1.171
H -6.379 -5.737 -4.787
H 3.962 -3.770 2.054
H -4.701 -3.675 -4.255
C 2.050 -3.112 0.251
H 10.058 3.888 -3.151
N -0.369 0.860 0.517
H 5.481 -2.934 1.795
O -2.199 -1.476 3.828
H -4.442 -3.570 -1.779
S 3.009 2.552 3.394
H 0.169 1.493 -1.370
H -0.485 -0.908 1.664
C -1.549 -0.214 3.855
H 3.814 2.879 0.508
H -1.021 -6.186 -0.977
H -1.553 1.393 -1.139
H 3.633 -2.749 4.220
O 1.820 -0.805 0.656
H -4.234 7.598 -1.125
H -1.928 0.350 4.716
H -2.382 -2.805 -2.272
H 0.069 -0.511 -2.442
C -5.738 -5.233 -1.595
C -2.250 7.425 -0.095
H -0.148 4.658 0.434
H -1.544 7.817 -0.808
C -0.607 0.883 -0.907
C -4.162 6.764 0.889
C -0.124 4.210 2.496
H -1.817 -3.322 3.017
H -4.808 -0.318 -3.978
N -5.015 -4.262 -2.229
H 2.387 1.307 -1.082
H 3.583 0.100 -0.660
C -1.798 0.562 2.569
C 4.578 -2.552 3.709
C 4.476 -2.814 2.210
H 3.536 -3.591 -1.290
H -5.731 -5.319 -0.521
C -7.980 0.050 -4.868
F 0.819 5.238 2.632
C 4.145 2.063 -0.141
N 3.812 -1.746 1.437
H -2.438 -2.187 -0.750
H 4.885 -1.525 3.913
C -6.642 0.530 -4.930
H 10.094 6.385 -2.970
C -6.383 -5.967 -2.555
C -1.968 -0.847 -2.208
H -8.764 -1.750 -3.810
C 4.625 2.596 -1.464
C 2.420 -1.951 1.153
N -6.681 -1.308 -3.703
H 0.177 3.416 3.187
C -5.189 -4.362 -3.583
H 5.332 -3.216 4.143
H -2.182 -7.705 2.747
H 1.169 2.925 -0.430
C -2.763 -5.832 1.663
C -0.633 -0.509 -1.601
C -2.091 -7.065 1.886
C -7.970 -1.085 -4.100
H -0.371 -2.358 3.365
H 0.960 -3.188 0.248
C -3.658 7.311 -0.261
C -1.300 -7.302 0.793
H -2.634 -4.473 -0.096
C 2.212 0.561 0.924
H 2.442 -0.208 3.324
F 1.845 -2.227 2.411
H 0.658 1.441 2.170
C 0.842 1.406 1.086
C -5.864 -0.329 -4.198
H 2.893 -1.950 -1.390
H -3.467 -5.346 2.317
H -1.893 -0.523 0.704
C 1.025 2.865 0.654
H -0.310 -1.267 -0.898
C 8.787 6.255 -1.318
C 8.230 5.165 -0.705
C -1.119 -0.073 1.335
H 7.568 5.191 0.145
H 4.308 -1.590 0.567
C -6.038 -5.410 -3.820
H -3.191 6.154 2.661
H 2.422 -4.018 0.737
P 3.083 0.780 2.573
F 5.223 1.455 0.537
H -2.879 0.611 2.410
H 8.698 7.307 -1.108
H 1.929 3.271 1.114
H -8.847 0.488 -5.332
C -1.944 6.941 1.149
H 4.368 0.294 2.405
H 5.454 3.293 -1.315
O -2.439 -0.205 -3.077
H 8.444 2.984 -1.173
H -6.378 -2.076 -3.132
C 2.634 -2.987 -1.160
H -0.468 -0.357 4.009
N -2.666 -1.998 -1.721
C -1.367 -2.620 3.726
N 9.565 5.802 -2.348
H 3.817 3.148 -1.953
C -2.355 -5.363 0.442
C 8.689 4.010 -1.395
H -1.444 1.590 2.705
H -1.091 4.615 2.811
C 3.068 0.993 -0.283
H -0.643 -8.122 0.562
N -3.113 6.545 1.740
H -1.102 3.241 0.855
H -1.000 6.851 1.660
H -6.292 1.408 -5.446
C 9.510 4.437 -2.405
N -1.470 -6.265 -0.083
H -1.272 -3.121 4.698
C -0.154 3.754 1.052
```

Summary:
- E_HOMO (eV) = -7.82
- frontier orbital gap (eV) = 7.72
- spin multiplicity = 1
- LUMO energy (eV) = -0.0944
- SMILES = CCN[C@](F)(CC)O[C@](C[C@H](C)F)([PH2]=S)[C@@H](CCCF)N(CCCOC)CCC(N)=O.c1cc[nH]c1.c1cc[nH]c1.c1cc[nH]c1.c1cc[nH]c1.c1cc[nH]c1

LUMO energy of number 3 (C2H6NS2)?
-4.5076 eV

What is the LUMO energy in the fourth record?
-0.0944 eV